(1)
C20H17AuN4O6 | wB97M-V/def2-TZVPD

Values from the calculation:
LUMO energy ... -1.55 eV

Geometry as XYZ:
```
48
Properties=species:S:1:pos:R:3:lowdin_charge:R:1
Au 0.04402 0.06314 -0.05388 1.2924
C -2.62757 -0.02792 4.85040 -0.0721
C -1.32074 -0.04999 4.39183 -0.0542
C -1.05273 0.02539 3.03165 -0.0295
C -2.10865 0.12060 2.14563 -0.2068
C -3.42427 0.16605 2.58969 -0.0221
C -3.67906 0.08325 3.94502 -0.0715
N -1.80930 0.22116 0.72122 -0.0826
N -2.76132 0.42104 -0.03874 0.1200
C -2.40046 0.64809 -1.37957 -0.2864
C -3.41436 0.89657 -2.29747 -0.0213
C -3.06519 1.16812 -3.60566 -0.0789
C -1.71835 1.17732 -3.97008 -0.0731
C -0.71326 0.92068 -3.04331 -0.1098
C -1.04309 0.65003 -1.72112 -0.1863
H -2.83109 -0.08627 5.91185 0.1062
H -0.49559 -0.12092 5.08792 0.1124
H -0.02845 0.04471 2.67750 0.0762
H -4.23095 0.25596 1.87777 0.1060
H -4.70224 0.10884 4.29600 0.1065
H -4.44850 0.88213 -1.97526 0.1157
H -3.83144 1.37940 -4.33926 0.1049
H -1.45074 1.40220 -4.99610 0.1060
H 0.32420 0.94999 -3.35827 0.0934
C 1.67824 -1.80494 -2.66562 0.0147
C 2.38914 -0.79598 -1.83803 -0.3150
N 1.87045 -0.08441 -0.85391 -0.0117
C 2.85762 0.70016 -0.28127 -0.0802
C 4.00481 0.45280 -0.96225 -0.0611
N 3.68957 -0.47713 -1.92248 0.1932
C 5.41084 0.93919 -0.89379 -0.4906
O 5.69207 1.82130 0.02695 0.1413
O 6.20250 0.49129 -1.69425 0.0966
C 2.56759 1.55283 0.92180 -0.5845
O 3.51213 2.23516 1.35816 0.0346
O 1.39817 1.46584 1.36556 -0.0657
H 0.64273 -1.87470 -2.33793 0.0737
H 2.14363 -2.78474 -2.55371 0.0938
H 1.69764 -1.53475 -3.72180 0.0900
H 4.37736 -0.84027 -2.56715 0.1784
H 4.87010 2.04631 0.59362 0.0757
C 1.66676 -3.18588 2.40667 -0.0644
O 1.50937 -1.91503 1.75385 -0.1340
C 0.37364 -1.80564 0.99653 -0.5197
O -0.36840 -2.74104 0.86329 0.0214
H 2.54018 -3.08017 3.04193 0.0895
H 1.82014 -3.97462 1.67273 0.0889
H 0.78314 -3.41673 2.99776 0.0899
```



(2)
C2H4N2 | wB97M-V/def2-TZVPD

Values from the calculation:
Structure (SMILES) ... C=NN=C
LUMO energy ... 0.86 eV

Geometry as XYZ:
```
8
Properties=species:S:1:pos:R:3:lowdin_charge:R:1
C 0.59678 1.13066 -0.84013 -0.0612
N -0.45349 0.51600 -0.39844 -0.0986
N -0.19371 -0.12415 0.79471 -0.0841
C -0.15407 -1.39021 0.57843 -0.0642
H 0.46534 1.45606 -1.91050 0.0727
H 1.54662 1.28400 -0.21836 0.0923
H -0.08797 -1.83488 -0.46851 0.0918
H -0.04983 -2.09086 1.39366 0.0512
```



(3)
C34H82FInNO10 | wB97M-V/def2-TZVPD

Values from the calculation:
Net charge ... -1
LUMO energy ... 1.98 eV

Geometry as XYZ:
```
129
Properties=species:S:1:pos:R:3:lowdin_charge:R:1
C 1.78585 0.26512 -0.60414 -0.1041
C 2.13912 -0.00763 0.86103 -0.2443
C 1.41591 0.90902 1.86648 -0.2135
C 0.33403 0.18475 2.66461 -0.2124
C -0.80487 -0.42684 1.84441 -0.1917
C -2.01785 0.46840 1.59314 -0.2048
C -1.73507 1.84827 0.99270 -0.2108
C -2.98555 2.48510 0.36753 -0.2038
C -2.94378 2.54602 -1.16153 -0.2088
C -2.42191 1.26599 -1.82277 -0.2195
C -2.72293 1.17077 -3.31864 -0.2061
C -1.61176 0.45229 -4.09639 -0.2130
C -1.10712 -0.81707 -3.42185 -0.3450
C -0.05780 -1.59598 -4.22516 -0.2937
In 0.19476 -3.52415 -3.15500 0.6332
N -1.80160 -4.24653 -2.86771 -0.2182
F 1.25148 -4.88240 -4.25512 -0.5892
H 0.75488 0.60189 -0.70585 0.0427
H 2.42891 1.04635 -1.01330 0.0623
H 1.91080 -0.62360 -1.22119 0.0609
H 1.93834 -1.05481 1.09066 0.1041
H 3.21603 0.12452 0.97669 0.0961
H 1.00441 1.76912 1.33741 0.0919
H 2.14207 1.31484 2.57561 0.0921
H 0.82201 -0.60660 3.23500 0.0883
H -0.09519 0.86499 3.40758 0.1108
H -1.17227 -1.29840 2.39066 0.1080
H -0.43698 -0.81470 0.89172 0.1098
H -2.67480 -0.06293 0.90085 0.1005
H -2.58680 0.59372 2.51960 0.1116
H -0.95879 1.73642 0.24011 0.0781
H -1.31485 2.50117 1.75998 0.1068
H -3.11158 3.49852 0.75567 0.0986
H -3.87505 1.93243 0.68082 0.1004
H -3.92428 2.81047 -1.56598 0.1008
H -2.26259 3.34221 -1.47883 0.1118
H -2.78042 0.37413 -1.30678 0.1073
H -1.33824 1.28119 -1.71666 0.0860
H -2.87415 2.17743 -3.71814 0.1023
H -3.66374 0.63201 -3.47313 0.0941
H -0.77071 1.14109 -4.22214 0.0953
H -1.97944 0.19857 -5.09338 0.1081
H -0.64506 -0.56378 -2.46554 0.0738
H -1.95420 -1.46791 -3.17655 0.0788
H -0.36673 -1.72797 -5.26296 0.0256
H 0.89275 -1.05778 -4.19224 0.0066
H 0.97525 -3.31389 -1.56941 -0.1108
H -1.77940 -5.24971 -2.70679 -0.0852
H -2.29201 -4.12801 -3.75133 -0.0808
C 2.59343 -0.48627 5.52170 -0.1131
O 1.26042 -0.42081 5.99220 -0.1976
C 0.89142 -1.51633 6.80983 -0.1983
C 0.89594 -1.15645 8.27748 -0.2042
O 2.20083 -0.85852 8.75334 -0.1860
C 2.46225 0.52741 8.84598 -0.1140
H 2.83072 0.47866 5.07648 0.0870
H 3.29639 -0.68991 6.33385 0.0842
H 2.69750 -1.26022 4.75334 0.0897
H 1.55148 -2.37116 6.62886 0.1289
H -0.12528 -1.80942 6.52663 0.1267
H 0.52682 -2.01104 8.85197 0.1153
H 0.21856 -0.31730 8.45853 0.1192
H 1.90613 0.97663 9.67697 0.0872
H 2.20235 1.04943 7.92184 0.0833
H 3.52879 0.64418 9.03311 0.0870
C -5.29400 -1.86028 -1.65695 -0.0893
O -5.90683 -0.94589 -0.75752 -0.1952
C -6.45750 0.19138 -1.39121 -0.2143
C -7.96299 0.09439 -1.50635 -0.2083
O -8.37545 -0.95290 -2.36795 -0.1876
C -8.73532 -2.13903 -1.68832 -0.1153
H -5.09507 -2.78122 -1.11378 0.0923
H -5.94320 -2.07955 -2.50841 0.0872
H -4.34058 -1.46686 -2.02243 0.0737
H -6.00837 0.34300 -2.37819 0.1214
H -6.21354 1.06397 -0.77387 0.1198
H -8.35083 1.03006 -1.92151 0.1227
H -8.39745 -0.04068 -0.50941 0.1241
H -9.69010 -2.01464 -1.16293 0.0849
H -7.96919 -2.44032 -0.97073 0.0824
H -8.84607 -2.92034 -2.43843 0.0883
C 1.94583 2.73579 -3.82328 -0.0996
O 1.42895 2.21174 -5.02910 -0.1988
C 2.00027 2.76280 -6.19659 -0.2065
C 3.02347 1.82572 -6.79977 -0.2036
O 4.12815 1.62286 -5.93553 -0.2145
C 4.06139 0.39789 -5.21765 -0.0917
H 1.59697 2.08936 -3.01905 0.0728
H 3.03909 2.74809 -3.82425 0.0863
H 1.57504 3.75284 -3.64650 0.0891
H 2.45963 3.73418 -5.97988 0.1243
H 1.19666 2.92075 -6.92351 0.1252
H 3.40024 2.25888 -7.73283 0.1226
H 2.54796 0.86872 -7.03615 0.1301
H 4.27100 -0.45154 -5.87584 0.0934
H 3.08346 0.25348 -4.75450 0.0765
H 4.82284 0.43835 -4.43975 0.0874
C 9.29385 -0.24195 -9.14390 -0.1170
O 8.83171 -0.91892 -7.99336 -0.1861
C 9.52250 -0.56703 -6.80757 -0.2081
C 8.76071 0.44224 -5.97703 -0.2072
O 8.63322 1.68749 -6.63887 -0.1922
C 7.35429 1.88555 -7.22328 -0.1006
H 8.58490 -0.44590 -9.94465 0.0885
H 9.34950 0.83731 -8.98174 0.0819
H 10.28177 -0.61007 -9.44512 0.0860
H 10.51471 -0.16990 -7.04969 0.1236
H 9.65687 -1.48074 -6.22081 0.1251
H 9.30920 0.61440 -5.04531 0.1245
H 7.77442 0.04273 -5.71942 0.1247
H 6.59372 2.06743 -6.45948 0.0771
H 7.05035 1.02498 -7.82450 0.0871
H 7.42688 2.76151 -7.86674 0.0882
C -4.77684 -0.27197 11.35870 -0.1151
O -5.13806 -0.72119 10.06794 -0.1892
C -4.53812 0.02034 9.01842 -0.2043
C -3.34209 -0.69150 8.42816 -0.2002
O -2.28462 -0.82123 9.36574 -0.2059
C -2.20510 -2.10645 9.95278 -0.1172
H -5.13737 -1.01224 12.07115 0.0881
H -3.69355 -0.17267 11.46314 0.0824
H -5.24679 0.69209 11.58393 0.0876
H -4.23829 1.01104 9.37609 0.1261
H -5.29007 0.15616 8.23587 0.1267
H -2.96551 -0.10853 7.58235 0.1286
H -3.64134 -1.67534 8.05293 0.1289
H -1.82631 -2.83918 9.23125 0.0857
H -3.17757 -2.44082 10.32202 0.0845
H -1.50831 -2.04369 10.78734 0.0914
```



(4)
C2H11NO3 | wB97M-V/def2-TZVPD

Values from the calculation:
LUMO energy ... -4.79 eV

Geometry as XYZ:
```
17
Properties=species:S:1:pos:R:3:lowdin_charge:R:1
C 0.01968 0.97078 1.01839 -0.0406
N 1.24414 0.82912 0.27390 0.0478
C 0.97092 0.86051 -1.13924 -0.0630
O 2.19677 -1.43580 -0.19141 -0.2363
H -0.56400 0.14195 0.56240 0.0800
H -0.54160 1.89647 0.89740 0.1176
H 0.21290 0.76424 2.07011 0.1153
H 1.60045 -0.12166 0.55050 0.0665
H 0.44025 1.78737 -1.37422 0.1158
H 1.93444 0.79747 -1.63778 0.0981
H 0.34701 -0.00950 -1.45372 0.1062
H -1.94419 -0.33886 0.02040 -0.0560
H -1.44440 -1.73578 -0.94021 0.0533
O -1.32327 -0.77735 -0.89952 -0.1312
H 2.64866 -2.25109 -0.44167 -0.0267
H -3.39813 -0.31598 1.21452 -0.0068
O -2.54569 0.05672 0.98053 -0.2398
```



Number 1: gap between HOMO and LUMO 6.82 eV. Number 2: gap between HOMO and LUMO 10.77 eV. Number 3: gap between HOMO and LUMO 6.56 eV. Number 4: gap between HOMO and LUMO 4.61 eV.